(1)
Molecular formula: C31H50ClPPdS
Method: DFT, ωB97M-V/def2-TZVPD

The geometry in XYZ format:
```
85
C31H50ClPPdS ωB97M-V/def2-TZVPD
Pd -3.561 -2.028 1.490
Cl -2.206 -2.620 3.227
P 0.242 0.823 -0.339
C 1.086 -0.799 -0.064
H 1.398 -1.162 -1.061
H 0.246 -1.462 0.226
C -1.271 1.041 0.719
C -0.253 0.594 -2.106
C -1.824 2.478 0.678
H -1.996 0.348 0.245
C -3.144 2.587 1.450
H -1.092 3.159 1.141
H -1.975 2.826 -0.355
C -2.984 2.155 2.908
H -3.502 3.622 1.397
H -3.899 1.957 0.961
C -2.363 0.762 3.012
H -2.345 2.874 3.437
H -3.955 2.163 3.415
C -1.093 0.588 2.171
H -2.135 0.508 4.055
H -3.093 -0.006 2.682
H -0.268 1.150 2.639
H -0.819 -0.473 2.213
C 1.414 2.229 -0.162
C 0.965 0.656 -3.052
H -0.652 -0.440 -2.103
C 0.568 0.327 -4.499
H 1.411 1.662 -3.019
H 1.755 -0.037 -2.729
C -0.598 1.182 -5.007
H 1.442 0.462 -5.147
H 0.287 -0.733 -4.554
C -1.786 1.218 -4.038
H -0.246 2.207 -5.184
H -0.934 0.798 -5.976
C -1.388 1.511 -2.582
H -2.509 1.975 -4.361
H -2.300 0.247 -4.065
H -1.077 2.564 -2.498
H -2.272 1.388 -1.941
C 1.725 2.549 1.307
H 2.341 1.845 -0.630
C 2.855 3.578 1.413
H 0.825 2.945 1.804
H 2.011 1.637 1.847
C 2.589 4.847 0.591
H 3.004 3.836 2.468
H 3.783 3.109 1.060
C 2.134 4.549 -0.842
H 1.822 5.449 1.096
H 3.499 5.456 0.563
C 1.005 3.511 -0.912
H 1.801 5.472 -1.333
H 2.987 4.165 -1.416
H 0.090 3.929 -0.465
H 0.771 3.303 -1.965
C 1.726 -0.900 2.390
C 2.209 -0.921 0.889
H 1.633 0.069 2.885
C 2.963 -2.240 0.637
H 2.916 -0.082 0.764
C 2.145 -3.456 1.078
H 3.207 -2.337 -0.427
H 3.908 -2.208 1.193
C 1.918 -3.457 2.586
H 1.172 -3.457 0.566
H 2.667 -4.377 0.783
C 1.389 -2.097 3.128
H 1.210 -4.247 2.868
H 2.866 -3.674 3.099
H 0.283 -2.181 3.208
H 1.747 -1.963 4.165
S -2.597 -2.151 -0.577
C -2.067 -3.783 -0.589
C -2.506 -4.673 0.391
C -2.148 -6.016 0.344
C -1.329 -6.488 -0.686
C -0.858 -5.596 -1.664
C -1.203 -4.248 -1.619
H -3.109 -4.272 1.219
H -2.526 -6.683 1.116
H -1.058 -7.545 -0.725
H -0.217 -5.963 -2.467
H -0.857 -3.532 -2.363
```

* HOMO (spin up / spin down): -3.07 / -7.71 eV
* calculated total energy: -2538.68631 a.u.
* spin multiplicity: 5

These are the Mulliken partial charges, in e, on atoms 1 to 4: -0.2175 -0.5856 -0.1964 -1.2750


(2)
Molecular formula: C31H50O3P2Re
Method: DFT, ωB97M-V/def2-TZVPD

The geometry in XYZ format:
```
87
C31H50O3P2Re ωB97M-V/def2-TZVPD
Re -1.182 0.152 -2.501
C -2.338 1.632 -0.676
C -3.077 0.788 -1.623
C -2.217 -0.520 0.138
C -1.939 0.828 0.422
C -2.884 -0.591 -1.158
C -2.263 3.105 -0.692
H -2.240 3.484 -1.724
H -1.341 3.431 -0.180
H -3.129 3.554 -0.162
C -1.381 1.305 1.718
H -1.042 2.354 1.687
H -0.535 0.661 2.036
H -2.162 1.241 2.503
C -1.989 -1.646 1.075
H -2.833 -1.720 1.790
H -1.078 -1.494 1.683
H -1.908 -2.610 0.553
C -3.497 -1.816 -1.715
H -4.545 -1.645 -2.008
H -3.432 -2.624 -0.977
H -2.945 -2.147 -2.606
C -4.041 1.284 -2.659
H -4.987 1.579 -2.180
H -4.253 0.519 -3.416
H -3.635 2.157 -3.181
C 0.712 0.720 -2.718
C -0.266 1.720 -3.238
C -0.487 1.871 -4.741
C -1.262 0.701 -5.363
C -1.681 -0.355 -4.322
C -0.685 -1.302 -3.756
C 0.703 -1.242 -4.371
C 1.528 -0.131 -3.691
H 0.488 2.036 -5.213
H -0.726 0.249 -6.207
H -1.040 2.804 -4.919
H 1.951 0.537 -4.463
H 1.250 1.043 -1.825
H -0.306 2.654 -2.683
H 2.392 -0.579 -3.178
H 1.197 -2.225 -4.314
H -0.997 -2.314 -3.482
H 0.628 -1.034 -5.451
H -2.172 1.118 -5.837
H -2.690 -0.734 -4.501
P 1.865 2.313 0.855
C 2.094 3.290 2.392
H 3.015 3.882 2.276
H 2.195 2.627 3.262
H 1.237 3.958 2.543
C 3.377 1.310 1.080
H 4.267 1.951 0.985
H 3.413 0.503 0.335
H 3.349 0.854 2.090
C 2.488 3.594 -0.313
H 2.601 3.161 -1.315
H 3.458 3.974 0.043
H 1.772 4.427 -0.371
P 1.205 -2.618 -0.391
C 0.087 -3.957 -0.987
H 0.697 -4.746 -1.454
H -0.585 -3.523 -1.750
H -0.538 -4.383 -0.186
C 2.644 -2.979 -1.464
H 2.460 -2.694 -2.513
H 2.869 -4.052 -1.408
H 3.495 -2.383 -1.104
C 1.688 -3.210 1.270
H 2.324 -4.104 1.235
H 0.774 -3.402 1.854
H 2.203 -2.376 1.773
O 2.960 0.518 6.274
C 1.769 -0.062 6.369
C 1.189 -0.247 7.642
C -0.017 -0.932 7.760
C -0.663 -1.434 6.614
C -0.115 -1.213 5.351
C 1.085 -0.517 5.199
C 1.656 -0.214 3.856
O 2.814 0.348 3.847
O 1.012 -0.505 2.819
H 3.137 0.531 5.235
H 1.714 0.154 8.513
H -0.454 -1.078 8.750
H -1.598 -1.995 6.716
H -0.605 -1.572 4.445
```

* HOMO (spin up / spin down): -12.58 / -12.57 eV
* calculated total energy: -2197.15848 a.u.
* spin multiplicity: 4
* net charge: +2

These are the Mulliken partial charges, in e, on atoms 1 to 4: 0.1378 -0.4634 0.9823 1.2001